Here is a 2-piece molecular cluster, C9H10Si overall from the Open Molecules 2025 dataset. Energies are from ωB97M-V/def2-TZVPD.

Geometry as XYZ:
```
20
Properties=species:S:1:pos:R:3:forces:R:3
C -4.105 0.531 -3.559 0.93 -0.99 0.59
C -3.406 -0.347 -3.146 -0.62 -0.65 -0.30
C 2.987 0.434 2.063 0.40 -0.78 1.60
C 2.196 1.515 1.731 -1.13 -0.83 -0.61
C 2.816 -0.773 1.394 -1.06 -1.39 -0.07
C 1.228 1.337 0.705 0.71 1.14 1.40
C 1.778 -0.931 0.437 1.68 -0.05 1.01
C 0.968 0.133 0.109 0.05 -0.04 -0.99
C -1.715 -0.671 -0.033 1.51 -0.43 0.68
Si -0.357 -0.118 -1.234 0.02 0.07 0.15
H -4.750 1.248 -3.906 -0.88 1.41 -0.54
H 3.574 0.401 3.035 -0.45 0.38 -1.55
H 2.149 2.347 2.414 0.21 0.55 -0.33
H 3.283 -1.702 1.793 0.02 0.91 -0.57
H 0.593 2.156 0.447 -0.27 0.71 0.01
H 1.631 -1.887 -0.035 0.03 -0.43 0.01
H -1.173 -1.242 0.774 -0.72 0.21 -0.72
H -2.162 0.170 0.486 -0.27 0.30 -0.01
H -2.446 -1.260 -0.547 -0.68 -0.32 0.02
H -3.090 -1.340 -2.927 0.52 0.24 0.20
```
Positions in Å, forces in eV/Å.

**Gap between HOMO and LUMO**: 7.623 eV
**LUMO level**: -0.458 eV
**E**: -638.26620 Eh
**Energy relative to the best compared isomer or geometry (same formula, charge and spin)**: 282.86 kJ/mol
**HOMO level**: -8.08 eV